[1]
C2H4N4O2 | the ωB97M-V functional and the def2-TZVPD basis

The geometry in XYZ format:
```
12
Properties=species:S:1:pos:R:3:forces:R:3
C -0.122 -1.251 0.135 0.86 -2.40 6.28
C 0.739 -0.001 0.134 4.15 -1.27 0.82
H -0.420 2.474 0.858 2.31 -1.39 -4.09
H 1.375 2.417 -0.268 -5.35 -0.85 0.14
H -1.491 0.563 -1.853 -0.08 -1.64 0.09
H 2.450 1.048 0.751 -1.99 -2.40 -0.11
N 0.103 2.208 -0.313 2.56 2.65 2.95
N -0.005 0.842 -0.639 4.59 3.07 1.41
N -1.236 0.441 -0.872 -2.49 0.32 1.02
N 1.899 0.083 0.799 -2.26 1.77 -2.07
O -1.324 -0.782 -0.181 -2.43 -0.77 -2.49
O -0.043 -2.219 0.940 0.12 2.91 -3.95
```
Positions in Å, forces in eV/Å.

Output
spin multiplicity: 1
ΔE to the lowest compared entry with this formula, charge and spin: 150.6 kcal/mol
strongest force on any atom: 0.132 hartree/bohr
energy: -12186.9552 eV
orbital gap: 0.323 hartree
molar mass: 116.08 g/mol


[2]
C2H4NP | the ωB97M-V functional and the def2-TZVPD basis

The geometry in XYZ format:
```
8
Properties=species:S:1:pos:R:3:forces:R:3
C 0.987 0.049 1.195 -2.10 -0.82 -2.24
C -0.570 0.146 1.152 1.22 -0.09 -0.72
N 0.275 -0.378 0.103 0.73 2.23 5.97
P 0.259 -0.563 -1.493 -1.08 -1.65 -3.59
H -1.078 1.048 0.942 0.01 1.40 -0.23
H -1.230 -0.499 1.632 -0.68 -1.56 1.02
H 1.626 -0.479 -1.481 1.03 0.61 -0.93
H -0.269 0.676 -2.050 0.86 -0.12 0.72
```
Positions in Å, forces in eV/Å.

Output
spin multiplicity: 1
ΔE to the lowest compared entry with this formula, charge and spin: 81.2 kcal/mol
strongest force on any atom: 0.125 hartree/bohr
energy: -12913.0095 eV
orbital gap: 0.352 hartree
molar mass: 73.03 g/mol


[3]
C22H39FI2N5O2PSiSn | the ωB97M-V functional and the def2-TZVPD basis

The geometry in XYZ format:
```
74
Properties=species:S:1:pos:R:3:forces:R:3
Sn 0.231 1.109 -0.085 0.18 -0.01 -0.14
N 3.220 1.601 0.696 -0.05 -0.05 0.03
N 3.034 2.591 1.653 0.07 0.06 0.06
C 1.814 3.213 1.841 -0.06 0.06 0.08
O 1.713 4.048 2.733 0.07 0.03 -0.09
O 0.841 2.848 1.068 -0.08 -0.04 0.05
H 3.710 0.816 1.106 0.04 0.01 0.00
H 3.709 1.946 -0.123 0.03 -0.01 0.00
H 3.818 3.011 2.124 0.01 -0.03 0.00
C -1.219 -2.208 0.404 -0.17 -0.11 0.06
Si -2.474 -1.151 -0.512 0.19 0.14 -0.20
C -2.803 -2.149 -2.077 0.04 -0.09 0.02
C -4.089 -1.011 0.433 0.04 0.02 0.07
N -1.769 0.418 -0.777 -0.32 0.11 0.15
C -2.524 1.398 -1.421 0.08 -0.06 -0.02
C -3.543 1.166 -2.358 -0.09 -0.02 -0.01
C -4.255 2.203 -2.942 0.01 0.01 0.00
C -3.974 3.528 -2.644 0.01 0.01 -0.02
C -2.960 3.807 -1.737 0.00 -0.06 0.02
C -2.294 2.750 -1.171 0.19 0.11 0.06
F -1.279 3.036 -0.272 -0.28 -0.03 -0.12
H -1.710 -3.157 0.645 0.04 0.01 0.03
H -0.845 -1.790 1.332 0.03 0.08 0.11
H -0.355 -2.444 -0.214 0.00 -0.02 -0.10
H -2.890 -3.206 -1.806 0.02 0.01 -0.01
H -1.974 -2.058 -2.784 0.00 0.01 -0.01
H -3.717 -1.882 -2.608 -0.01 0.01 0.03
H -4.354 -1.957 0.912 0.00 0.01 0.00
H -4.911 -0.736 -0.230 0.02 0.00 -0.03
H -4.030 -0.239 1.203 0.00 -0.04 0.02
H -3.780 0.152 -2.644 0.03 0.02 0.03
H -5.034 1.963 -3.654 0.00 0.01 -0.01
H -4.519 4.333 -3.117 -0.01 0.00 0.01
H -2.679 4.815 -1.467 -0.01 0.00 -0.01
C 1.043 -2.463 -4.302 -0.04 0.00 -0.02
C 1.765 -2.617 -2.968 0.01 -0.03 -0.01
C 3.267 -2.447 -3.173 0.02 0.01 0.01
C 1.456 -3.990 -2.363 -0.01 -0.02 0.00
N 1.277 -1.511 -2.131 0.02 0.02 0.05
N 1.822 -1.385 -0.832 -0.07 -0.11 0.10
H 1.332 -3.259 -4.990 0.02 0.01 0.00
H 1.283 -1.499 -4.752 0.00 0.00 0.00
H -0.040 -2.518 -4.168 0.00 0.00 0.01
H 3.632 -3.158 -3.915 -0.02 -0.01 0.00
H 3.823 -2.626 -2.250 0.00 0.00 0.01
H 3.486 -1.436 -3.523 -0.01 0.00 -0.01
H 1.797 -4.790 -3.023 0.01 0.01 0.00
H 0.380 -4.114 -2.214 0.00 0.01 0.00
H 1.957 -4.136 -1.402 -0.01 0.00 0.00
H 0.268 -1.535 -2.050 -0.04 -0.01 -0.03
H 2.726 -0.935 -0.915 -0.01 0.07 0.03
H 1.952 -2.286 -0.372 0.04 -0.01 -0.04
I 1.704 1.927 -2.570 0.12 0.03 -0.24
I 3.082 2.711 -4.877 -0.07 0.00 0.10
C -1.605 -0.298 3.427 0.01 0.01 0.01
P -0.523 0.888 2.548 0.08 -0.10 -0.09
C -1.276 2.464 3.029 -0.04 0.04 0.09
C 1.048 0.710 3.433 -0.11 0.09 0.15
C 1.900 -0.322 3.050 0.04 -0.03 -0.02
C 3.107 -0.511 3.705 0.01 -0.03 -0.04
C 3.474 0.344 4.736 0.00 0.04 0.05
C 2.630 1.377 5.118 0.00 -0.03 -0.04
C 1.415 1.557 4.474 0.01 0.01 0.00
H -1.591 -0.025 4.484 -0.03 -0.01 -0.01
H -1.255 -1.322 3.333 0.05 -0.04 -0.03
H -2.628 -0.237 3.058 0.01 0.01 -0.06
H -1.586 2.417 4.075 0.00 0.01 -0.01
H -2.162 2.615 2.410 0.02 0.00 -0.01
H -0.583 3.289 2.867 -0.01 -0.05 0.00
H 1.628 -0.973 2.222 -0.02 0.00 0.00
H 3.763 -1.320 3.410 0.00 0.01 0.00
H 4.421 0.207 5.242 0.00 -0.01 -0.01
H 2.921 2.055 5.910 0.01 -0.01 0.00
H 0.782 2.389 4.753 0.01 -0.02 -0.01
```
Positions in Å, forces in eV/Å.

Output
spin multiplicity: 1
ΔE to the lowest compared entry with this formula, charge and spin: 11.7 kcal/mol
strongest force on any atom: 0.007 hartree/bohr
energy: -76911.1865 eV
orbital gap: 0.215 hartree
molar mass: 856.16 g/mol


[4]
C17H16N4 | the ωB97M-V functional and the def2-TZVPD basis

The geometry in XYZ format:
```
37
Properties=species:S:1:pos:R:3:forces:R:3
N -0.082 4.221 -0.637 1.11 -2.07 1.26
C 0.404 3.300 -0.100 -1.31 2.36 -1.70
C 0.988 2.167 0.533 0.45 -0.96 -0.47
C 1.265 2.339 1.930 0.39 0.42 2.93
N 1.482 2.523 3.069 -0.50 -0.42 -2.78
C 1.354 1.056 -0.178 0.18 0.99 0.95
C 1.951 -0.096 0.479 0.32 -1.25 0.66
C 1.510 -0.536 1.754 0.17 0.19 -0.43
C 2.182 -1.552 2.430 0.16 -0.09 -0.22
C 3.284 -2.187 1.838 -0.23 0.40 -0.20
C 3.690 -1.810 0.550 -0.20 -0.04 0.16
C 3.011 -0.803 -0.135 -0.30 0.43 0.18
H 1.273 1.066 -1.264 -0.28 -0.01 0.11
H 0.621 -0.077 2.196 0.42 -0.16 -0.08
H 1.851 -1.842 3.429 0.08 0.04 -0.36
H 3.814 -2.974 2.375 -0.13 0.23 -0.17
H 4.543 -2.305 0.080 -0.30 0.13 0.12
H 3.307 -0.506 -1.145 0.02 -0.14 0.33
C -2.869 -2.110 -6.014 -0.11 0.04 -0.05
N -1.952 -0.994 -6.142 -0.10 0.07 -0.01
C -1.677 -0.666 -7.527 -0.02 -0.02 -0.07
C -1.329 -0.394 -5.082 0.27 -0.04 0.23
C -0.349 0.620 -5.264 0.19 -0.07 0.55
C 0.382 1.066 -4.160 -0.80 -0.53 -0.29
N 0.183 0.626 -2.909 0.01 0.08 -0.30
C -0.803 -0.258 -2.711 -0.16 0.09 -0.95
C -1.590 -0.783 -3.740 0.44 0.28 0.21
H -2.891 -2.509 -4.999 0.01 0.04 -0.30
H -3.883 -1.800 -6.305 0.11 -0.09 0.15
H -2.566 -2.910 -6.704 -0.01 0.09 0.21
H -1.153 0.284 -7.628 -0.21 -0.23 -0.04
H -1.079 -1.460 -8.000 -0.01 0.18 0.08
H -2.627 -0.609 -8.074 0.19 0.11 0.07
H -0.126 1.040 -6.243 0.00 -0.18 0.35
H 1.166 1.812 -4.311 -0.19 -0.17 0.13
H -0.980 -0.575 -1.681 0.06 0.08 -0.22
H -2.370 -1.497 -3.484 0.26 0.25 -0.08
```
Positions in Å, forces in eV/Å.

Output
spin multiplicity: 1
ΔE to the lowest compared entry with this formula, charge and spin: 54.1 kcal/mol
strongest force on any atom: 0.062 hartree/bohr
energy: -23847.1539 eV
orbital gap: 0.289 hartree
molar mass: 276.34 g/mol


[5]
C20H53N15O10 | the ωB97M-V functional and the def2-TZVPD basis

The geometry in XYZ format:
```
98
Properties=species:S:1:pos:R:3:forces:R:3
C 1.322 0.933 -4.224 0.83 -0.85 -0.28
O 0.150 1.809 -4.389 1.17 0.20 2.34
C -0.140 2.554 -3.127 -1.33 -0.21 0.39
C -1.016 1.599 -2.070 0.22 0.36 -0.09
C -0.296 1.573 -0.596 0.61 -0.17 0.22
C -0.633 0.210 0.292 0.21 0.84 0.31
C 0.599 -0.840 0.000 -0.98 -0.83 1.16
O 0.244 -1.314 -1.379 -1.44 -3.00 0.59
C -0.653 -2.512 -1.272 -0.96 -1.51 -3.09
O -1.181 -3.129 -2.334 3.35 4.30 6.47
C -0.778 -2.899 0.350 1.16 -0.29 -0.99
C 0.668 -2.269 0.800 -1.18 0.21 -0.60
C 1.147 -2.322 2.366 0.44 0.10 -0.30
C 2.816 -2.417 2.327 -1.02 0.13 0.93
C 3.378 -3.956 2.258 0.78 0.69 -0.30
C 3.575 -4.560 0.747 -1.05 -0.40 -0.19
N 4.238 -5.948 0.852 -0.12 0.47 -2.16
H 2.348 1.519 -4.386 -2.25 -1.03 0.40
H 1.367 0.386 -3.171 -0.32 1.20 -2.14
H 1.260 0.095 -5.063 0.03 1.87 1.81
H -0.858 3.440 -3.405 1.73 -1.53 0.21
H 0.826 2.959 -2.595 -1.75 -0.80 -1.21
H -1.105 0.558 -2.598 0.39 1.77 1.31
H -2.128 1.997 -1.935 2.36 -0.66 -0.29
H 0.887 1.573 -0.734 -2.48 0.14 0.12
H -0.542 2.574 0.006 0.35 -2.27 -1.31
H -0.778 0.457 1.443 0.44 -0.45 -2.40
H -1.671 -0.184 -0.110 2.23 0.43 0.88
H 1.678 -0.367 0.133 -2.37 -0.66 -1.11
H -1.777 -2.434 0.743 2.12 -0.75 -0.50
H -0.715 -4.055 0.574 -0.57 2.31 -0.95
H 1.421 -2.893 0.133 -1.30 1.23 1.59
H 0.843 -1.367 2.998 0.46 -1.89 -1.60
H 0.666 -3.254 2.935 1.14 1.92 -1.38
H 3.179 -1.942 3.336 -0.51 -0.93 -1.98
H 3.169 -1.719 1.454 -0.41 -1.51 1.58
H 4.455 -3.950 2.772 -2.33 -0.18 -1.16
H 2.669 -4.638 2.893 1.39 1.18 -1.29
H 4.194 -3.886 0.017 -1.10 -0.99 1.77
H 2.537 -4.768 0.199 1.97 0.85 1.32
H 3.546 -6.639 0.441 1.21 0.99 0.82
H 5.014 -5.931 0.126 -1.22 -0.15 1.15
N 9.059 -4.276 2.377 1.39 0.88 0.64
C 7.850 -4.518 1.840 -0.70 0.02 -0.59
N 7.297 -5.687 2.210 -0.67 -0.89 0.12
O 7.298 -3.740 1.078 -0.02 0.15 -0.01
H 9.529 -4.905 3.006 0.02 0.05 -0.23
H 9.510 -3.407 2.124 -0.08 -0.35 0.08
H 6.387 -5.908 1.828 -0.04 -0.02 0.24
H 7.736 -6.341 2.837 -0.07 0.09 -0.15
N -3.580 2.647 2.248 0.36 0.01 -0.52
C -3.263 1.601 3.034 0.24 0.50 -0.54
N -4.321 0.959 3.562 -0.85 -1.11 0.90
O -2.110 1.264 3.250 0.61 -0.32 0.20
H -4.523 2.940 2.058 0.32 0.17 0.06
H -2.813 3.158 1.831 -0.49 -0.08 0.20
H -4.127 0.166 4.159 -0.12 0.33 -0.24
H -5.277 1.222 3.395 0.21 -0.02 0.00
N -6.197 2.978 -4.463 -1.39 0.27 -0.39
C -5.042 3.029 -3.776 0.01 0.09 0.48
N -4.027 2.347 -4.337 1.25 -0.51 -0.22
O -4.925 3.643 -2.727 0.14 0.29 0.12
H -6.314 2.478 -5.328 0.02 0.08 0.17
H -6.987 3.478 -4.075 0.27 -0.22 -0.17
H -3.140 2.360 -3.851 -0.23 -0.10 -0.23
H -4.105 1.836 -5.200 0.05 0.10 0.13
N -3.926 6.867 3.052 0.89 0.18 1.10
C -4.617 6.225 2.093 -0.09 -0.35 -0.14
N -5.357 7.026 1.306 -0.88 0.39 -0.99
O -4.576 5.013 1.949 -0.14 0.22 -0.08
H -3.947 7.864 3.187 0.00 -0.20 -0.04
H -3.356 6.301 3.667 -0.21 0.24 -0.21
H -5.892 6.583 0.571 0.21 0.19 0.24
H -5.403 8.026 1.409 0.02 -0.20 -0.02
N 7.046 -2.279 5.081 -0.25 1.23 -0.76
C 7.110 -3.194 6.065 -0.42 0.34 0.81
N 7.715 -4.345 5.719 0.70 -1.58 0.07
O 6.656 -2.996 7.181 0.02 -0.05 -0.01
H 7.414 -2.423 4.156 -0.08 -0.02 0.09
H 6.599 -1.398 5.300 0.18 -0.36 -0.10
H 7.785 -5.061 6.431 -0.05 0.30 -0.27
H 8.095 -4.526 4.805 -0.16 0.17 0.12
N -4.846 -1.536 -2.725 0.02 1.50 -0.71
C -5.253 -2.666 -2.118 -0.60 -0.44 0.31
N -4.279 -3.568 -1.905 0.57 -1.10 0.44
O -6.413 -2.856 -1.789 -0.22 0.06 0.03
H -3.895 -1.361 -3.003 -0.11 -0.09 0.07
H -5.548 -0.830 -2.904 0.31 -0.27 0.10
H -4.544 -4.433 -1.451 0.09 0.37 -0.21
H -3.318 -3.430 -2.169 0.11 -0.04 0.00
N -1.962 6.666 -3.816 0.87 0.16 1.31
C -2.470 6.817 -5.053 0.22 0.56 -0.59
N -3.447 5.947 -5.366 -1.08 -0.75 -0.77
O -2.076 7.674 -5.827 0.03 0.06 -0.03
H -2.273 5.966 -3.164 -0.03 0.10 -0.10
H -1.224 7.301 -3.540 -0.30 -0.27 -0.11
H -3.856 6.026 -6.288 0.18 -0.03 0.39
H -3.784 5.234 -4.741 0.04 0.11 0.00
```
Positions in Å, forces in eV/Å.

Output
spin multiplicity: 1
strongest force on any atom: 0.165 hartree/bohr
energy: -64426.5582 eV
orbital gap: 0.356 hartree
molar mass: 663.74 g/mol


[6]
C5H5N3 | the ωB97M-V functional and the def2-TZVPD basis

The geometry in XYZ format:
```
13
Properties=species:S:1:pos:R:3:forces:R:3
C -0.135 -1.771 0.530 1.67 -2.12 -1.31
N -0.202 -1.465 1.750 -1.07 1.85 3.35
N -0.001 -0.030 1.842 -1.19 -4.01 8.18
C 0.278 0.456 0.731 1.32 2.72 -7.79
C 0.135 1.611 -0.048 -1.91 2.22 -1.94
N -0.068 1.094 -1.404 1.44 -1.13 -1.38
C 0.171 -0.304 -1.549 -0.22 3.42 1.85
C 0.427 -0.658 -0.201 -2.38 -1.29 -2.10
H -0.391 -2.873 0.295 0.74 2.14 -0.03
H 0.005 0.335 2.829 -0.03 -0.46 -2.04
H -0.284 2.795 0.103 1.54 -3.94 -0.10
H -0.030 1.597 -2.322 -0.04 0.13 1.80
H 0.096 -0.788 -2.557 0.13 0.46 1.50
```
Positions in Å, forces in eV/Å.

Output
spin multiplicity: 1
ΔE to the lowest compared entry with this formula, charge and spin: 68.2 kcal/mol
strongest force on any atom: 0.179 hartree/bohr
energy: -9732.5293 eV
orbital gap: 0.312 hartree
molar mass: 107.12 g/mol


[7]
C15H9AsBr2NO7PtS | the ωB97M-V functional and the def2-TZVPD basis

The geometry in XYZ format:
```
37
Properties=species:S:1:pos:R:3:forces:R:3
Pt 1.468 -0.998 -0.608 -0.16 0.26 -0.63
Br -1.369 3.399 0.015 0.01 -0.02 0.00
C -1.517 2.030 -1.276 -0.10 0.07 -0.07
C -2.575 2.066 -2.190 0.02 0.03 0.06
C -2.731 1.095 -3.142 0.05 -0.04 0.00
Br -4.186 1.209 -4.360 0.02 0.00 0.02
C -1.820 0.017 -3.214 -0.05 -0.02 -0.07
C -1.881 -1.049 -4.140 -0.08 0.05 -0.03
C -0.949 -2.045 -4.104 0.09 -0.03 0.05
C 0.064 -2.002 -3.132 -0.08 0.00 -0.10
N 0.146 -1.020 -2.268 0.00 -0.09 0.14
C -0.763 -0.005 -2.282 0.15 -0.12 0.03
C -0.558 1.016 -1.280 0.05 -0.04 -0.03
O 0.439 0.948 -0.489 -0.10 0.14 0.04
H -3.282 2.883 -2.137 0.01 0.01 0.01
H -2.677 -1.064 -4.871 0.00 0.00 0.00
H -0.980 -2.870 -4.801 -0.01 0.01 0.00
H 0.811 -2.782 -3.054 -0.01 -0.01 0.00
O 4.101 -0.759 2.503 0.21 0.07 -0.14
As 3.239 0.421 1.506 0.15 -0.04 -0.23
O 3.912 1.894 1.744 -0.06 -0.26 -0.02
O 3.300 -0.140 -0.110 -0.20 0.04 0.64
C 1.477 0.361 2.359 -0.11 -0.03 -0.06
C 1.214 1.586 2.971 -0.09 -0.07 0.00
C 0.038 1.796 3.673 0.02 0.06 0.00
C -0.894 0.780 3.783 -0.06 0.00 0.03
C -0.649 -0.444 3.184 0.08 0.01 -0.04
C 0.522 -0.661 2.467 -0.04 0.13 0.04
S 0.601 -2.272 1.682 0.48 0.00 0.03
O 0.158 -3.236 2.647 -0.15 -0.05 0.00
O 2.001 -2.418 1.230 -0.08 -0.08 0.19
O -0.271 -2.161 0.480 0.05 0.06 0.10
H 4.989 -0.393 2.614 -0.06 -0.03 0.07
H 1.954 2.370 2.874 0.01 0.00 0.00
H -0.150 2.760 4.130 0.01 0.00 0.00
H -1.815 0.937 4.330 0.01 -0.01 0.00
H -1.367 -1.249 3.268 0.01 -0.01 -0.02
```
Positions in Å, forces in eV/Å.

Output
spin multiplicity: 3
ΔE to the lowest compared entry with this formula, charge and spin: 18.6 kcal/mol
strongest force on any atom: 0.014 hartree/bohr
charge: -1
energy: -246529.9784 eV
orbital gap (spin up / spin down): 0.267 / 0.261 hartree
molar mass: 777.11 g/mol


[8]
C4H13NOS | the ωB97M-V functional and the def2-TZVPD basis

The geometry in XYZ format:
```
20
Properties=species:S:1:pos:R:3:forces:R:3
C 1.614 0.113 1.014 -2.93 -2.43 -0.74
S 0.028 1.190 1.364 1.21 -1.10 0.75
C -0.905 1.551 -0.162 1.75 -0.71 -1.23
C -1.563 0.371 -0.877 0.83 -0.95 -0.96
C -0.422 -0.558 -1.445 -1.63 -1.58 2.85
N 0.393 0.089 -2.370 2.71 0.96 0.28
H 2.404 0.614 0.593 1.61 1.72 -1.10
H 1.377 -0.794 0.366 0.20 1.68 0.63
H 2.024 -0.480 1.822 -0.54 0.73 1.23
H -0.196 2.115 -0.801 -0.30 -0.68 -0.15
H -1.559 2.341 0.048 -1.30 0.89 1.08
H -2.066 0.629 -1.831 -0.11 0.63 0.62
H -2.315 -0.184 -0.287 0.56 0.32 0.11
H 0.175 -1.016 -0.612 -0.57 0.97 -0.85
H -0.846 -1.498 -1.778 -0.50 0.03 -0.96
H -0.084 0.576 -3.086 -0.82 0.30 -0.85
H 0.915 0.827 -1.861 -0.17 -0.76 -0.67
O 0.432 -3.045 1.083 0.69 -2.40 0.26
H 0.214 -3.633 1.871 0.40 1.16 -1.51
H 0.960 -3.657 0.479 -1.08 1.22 1.22
```
Positions in Å, forces in eV/Å.

Output
spin multiplicity: 1
ΔE to the lowest compared entry with this formula, charge and spin: 44.8 kcal/mol
strongest force on any atom: 0.075 hartree/bohr
energy: -18730.0693 eV
orbital gap: 0.331 hartree
molar mass: 123.22 g/mol